1.
Here is the molecule C7H9F4P in a non-equilibrium geometry from the OMol25 dataset. Energies are from ωB97M-V with the def2-TZVPD basis set.

Element x y z (Å)
C -1.932 -0.773 0.130
C -2.219 0.487 -0.103
C -0.642 -1.302 -0.309
C 0.151 1.694 -0.712
C 0.564 -0.625 0.308
C 1.068 0.621 -0.451
C 1.708 -1.627 0.458
F -2.772 -1.785 0.592
F -3.266 1.148 0.239
F -0.355 -1.227 -1.634
F 1.678 0.294 -1.643
P -0.073 3.115 0.411
H -0.467 -2.425 -0.193
H -0.296 1.937 -1.751
H 0.344 -0.221 1.305
H 1.782 1.055 0.151
H 2.614 -1.177 0.893
H 1.938 -1.910 -0.478
H 1.360 -2.522 1.158
H 0.203 2.154 1.400
H -1.390 3.089 0.228

Atoms 1-2, force components in eV/Å:
C -0.5 -1.4 -0.7
C -0.8 -1.0 0.9

Calculated values
- HOMO level (alpha / beta): -7.60 / -10.06 eV
- Spin multiplicity: 3


2.
Here is a structure of composition C7H9F6N3O9PdS3 in a non-equilibrium geometry from the OMol25 dataset. Energies are from ωB97M-V with the def2-TZVPD basis set.

Element x y z (Å)
Pd -0.286 0.486 -0.348
O 4.315 0.308 -0.843
C 3.016 0.460 -0.584
O 2.383 -0.245 0.149
C 2.419 1.620 -1.346
O 1.175 2.023 -0.780
C 1.310 2.785 0.444
C 0.996 1.952 1.697
O 1.588 2.146 2.729
O -0.025 1.138 1.547
H 4.620 -0.484 -0.375
H 2.230 1.296 -2.367
H 3.103 2.469 -1.373
H 0.574 3.587 0.386
H 2.308 3.212 0.511
F -1.624 -1.874 -4.059
C -0.913 -0.943 -4.688
F -1.681 -0.296 -5.542
F 0.075 -1.532 -5.361
S -0.104 0.182 -3.450
O 0.268 1.366 -4.152
O 0.916 -0.630 -2.851
N -1.172 0.370 -2.237
S -2.485 1.318 -2.469
O -3.483 0.930 -1.530
O -2.757 1.439 -3.862
C -2.000 3.032 -1.947
F -1.841 3.128 -0.625
F -2.983 3.847 -2.313
F -0.872 3.412 -2.536
N -1.987 -2.918 2.039
C -1.392 -1.748 1.750
N -0.561 -1.215 2.618
S -1.830 -1.058 0.240
H -1.985 -3.286 2.974
H -2.607 -3.331 1.365
H -0.309 -1.702 3.461
H -0.196 -0.268 2.427

Atoms 1-2, force components in eV/Å:
Pd -1.0 0.4 0.4
O 0.1 0.0 -0.1

Calculated values
- HOMO level: -9.51 eV


3.
Here is a cluster of 2 separate species, C7H9FO3P in total in a non-equilibrium geometry from the OMol25 dataset. Energies are from ωB97M-V with the def2-TZVPD basis set.

Element x y z (Å)
C -0.402 1.322 -2.597
C -0.477 0.530 -1.635
C 0.351 -2.544 -0.284
C -0.675 2.363 -3.561
C 1.889 0.062 1.538
C -1.144 -0.626 2.457
C -0.581 -0.540 -0.737
O 0.032 -1.745 -1.224
O 0.552 -3.751 -0.411
O 0.361 -2.004 0.909
F 0.119 1.518 2.437
P 0.120 -0.332 1.075
H -0.373 3.303 -3.077
H -1.794 2.307 -3.860
H -0.013 2.196 -4.442
H 1.990 1.070 1.255
H 1.881 -0.290 2.605
H 2.340 -0.659 0.935
H -0.645 -0.912 3.465
H -1.790 0.224 2.773
H -1.741 -1.493 2.379

Atoms 1-2, force components in eV/Å:
C -0.2 -2.2 3.2
C 0.3 1.6 -2.8

Calculated values
- Total charge: -1
- HOMO level: -3.39 eV


4.
Here is a structure of composition C7H9I2NO2 in a non-equilibrium geometry from the OMol25 dataset. Energies are from ωB97M-V with the def2-TZVPD basis set.

Element x y z (Å)
C 0.055 -0.821 0.173
C -0.026 0.678 0.117
C -1.034 -1.517 -0.286
C -1.063 1.410 -0.089
C -2.356 -1.081 -0.605
C 1.404 -1.431 0.401
C 1.220 1.501 0.460
N -2.830 -0.351 0.470
O -1.747 2.352 -0.219
O -2.390 -0.225 -1.792
I -0.998 -3.637 -0.004
I -4.446 0.716 0.227
H -3.111 -1.939 -0.965
H 2.001 -0.859 1.123
H 2.045 -1.478 -0.562
H 1.423 -2.400 0.915
H 1.297 1.240 1.497
H 1.161 2.515 0.432
H 2.260 1.352 0.009
H -3.586 2.140 0.011
H -1.555 -0.048 -2.226

Atoms 1-2, force components in eV/Å:
C -1.7 0.6 -1.9
C 2.7 -1.9 -0.3

Calculated values
- HOMO level: -7.88 eV


5.
Here is the molecule C7H9IN2O in a non-equilibrium geometry from the OMol25 dataset. Energies are from ωB97M-V with the def2-TZVPD basis set.

Element x y z (Å)
C -0.407 -0.770 -0.106
C -1.038 0.137 0.681
C -1.319 -1.937 -0.194
C -0.564 1.511 0.996
C 0.490 1.989 -0.075
C 1.669 1.120 -0.075
C -1.086 -3.179 -0.982
N -2.359 -1.648 0.575
N 1.467 -0.088 -0.906
O -2.201 -0.343 1.063
I 2.617 -1.724 -0.692
H -1.487 2.205 0.968
H -0.175 1.426 1.978
H 0.028 2.091 -1.078
H 0.830 3.137 0.088
H 2.429 1.649 -0.556
H 2.079 0.952 0.984
H -1.716 -4.025 -0.520
H -1.545 -3.091 -2.012
H -0.084 -3.403 -1.234

Atoms 1-2, force components in eV/Å:
C 1.7 0.5 -0.9
C 1.5 -0.2 -1.9

Calculated values
- HOMO level (alpha / beta): -8.84 / -8.84 eV


6.
Here is the molecule C7H9IO in a non-equilibrium geometry from the OMol25 dataset. Energies are from ωB97M-V with the def2-TZVPD basis set.

Element x y z (Å)
C 0.423 0.908 0.079
C -1.703 1.369 0.145
C 0.827 -0.405 -0.165
C -2.594 0.470 0.431
C -0.495 1.545 1.051
C 0.335 -1.406 0.667
C 1.764 -0.728 -1.214
O 0.446 -2.784 0.429
I -4.451 -0.161 -0.265
H 0.908 1.738 -0.533
H -1.769 2.204 -0.583
H -0.705 1.043 2.108
H -0.117 2.604 1.237
H -0.361 -1.145 1.433
H 1.470 -1.144 -2.161
H 2.571 -1.279 -0.816
H 2.319 0.118 -1.713
H 1.132 -2.946 -0.131

Atoms 1-2, force components in eV/Å:
C 2.7 1.3 -0.6
C -1.0 2.4 0.6

Calculated values
- HOMO level (alpha / beta): -8.38 / -6.80 eV


7.
Here is the molecule C7H9N in a non-equilibrium geometry from the OMol25 dataset. Energies are from ωB97M-V with the def2-TZVPD basis set.

Element x y z (Å)
C -2.218 -1.025 0.694
C -2.065 -0.335 -0.431
C -0.700 -0.378 -1.022
C 0.031 0.894 -0.764
C 1.015 1.350 0.005
C 1.595 0.424 1.085
C 2.455 -0.400 0.243
N 3.161 -1.036 -0.381
H -1.493 -1.712 1.021
H -3.077 -0.991 1.377
H -2.701 0.390 -0.697
H -0.578 -0.566 -2.171
H -0.058 -1.126 -0.483
H -0.219 1.692 -1.503
H 1.556 2.295 -0.211
H 2.344 0.807 1.714
H 0.953 -0.284 1.524

Atoms 1-2, force components in eV/Å:
C -1.8 0.4 0.2
C 2.7 -2.6 2.1

Calculated values
- SMILES: C=CC/C=C\CC#N
- HOMO level: -9.68 eV


8.
Here is the molecule C7H9N in a non-equilibrium geometry from the OMol25 dataset. Energies are from ωB97M-V with the def2-TZVPD basis set.

Element x y z (Å)
C -3.017 -0.722 0.026
C -1.781 -0.866 -0.133
C -0.434 -1.219 -0.151
C 0.724 -0.435 -0.159
C 2.019 -1.200 0.059
C 0.761 1.046 -0.115
C -0.371 1.763 0.611
N -0.235 1.785 -0.851
H -3.940 -0.254 -0.052
H -0.296 -2.326 -0.290
H 2.847 -0.798 -0.566
H 2.247 -1.151 1.088
H 1.935 -2.265 -0.230
H 1.732 1.619 -0.129
H -1.186 1.223 1.146
H -0.149 2.739 1.005
H -0.858 1.062 -1.258

Atoms 1-2, force components in eV/Å:
C 5.5 -0.3 -0.9
C -5.2 0.8 0.8

Calculated values
- SMILES: C#C/C=C(/C)[C@@H]1CN1
- HOMO level: -8.42 eV


9.
Here is the molecule C7H9N in a non-equilibrium geometry from the OMol25 dataset. Energies are from ωB97M-V with the def2-TZVPD basis set.

Element x y z (Å)
C -2.238 -0.236 -0.003
C -1.967 1.133 0.057
C -3.272 -1.056 -0.095
C -0.516 -0.682 -0.093
C 0.170 0.583 0.260
C 2.616 -0.071 0.092
C 1.500 0.812 -0.455
N -0.850 1.657 0.063
H -3.126 -2.103 -0.291
H -4.285 -0.711 0.023
H -0.182 -1.642 0.263
H 0.327 0.693 1.343
H 3.558 0.179 -0.390
H 2.404 -1.121 -0.089
H 2.732 0.078 1.164
H 1.364 0.624 -1.523
H 1.765 1.864 -0.327

Atoms 1-2, force components in eV/Å:
C 4.4 -2.9 -0.6
C -0.6 2.4 0.0

Calculated values
- HOMO level (alpha / beta): -8.41 / -8.19 eV


10.
Here is a structure of composition C7H9N in a non-equilibrium geometry from the OMol25 dataset. Energies are from ωB97M-V with the def2-TZVPD basis set.

Element x y z (Å)
C -0.524 -1.560 -0.459
C 0.490 1.726 -0.187
C 0.183 0.440 0.590
C 0.682 -0.839 -0.089
C 1.965 -1.177 -0.202
N 0.351 0.434 1.909
C -1.589 -0.199 -0.127
C -2.737 0.161 -0.284
H -0.229 1.154 2.346
H -0.667 -1.748 -1.522
H -0.817 -2.380 0.196
H 0.605 1.554 -1.259
H -0.344 2.418 -0.051
H 1.389 2.189 0.222
H 2.268 -2.004 -0.835
H 2.724 -0.563 0.268
H -3.749 0.394 -0.516

Atoms 1-2, force components in eV/Å:
C -2.6 3.0 0.0
C -1.5 0.2 -0.3

Calculated values
- HOMO level (alpha / beta): -8.48 / -8.48 eV


11.
Here is the ion C7H9N2 with charge +1 in a non-equilibrium geometry from the OMol25 dataset. Energies are from ωB97M-V with the def2-TZVPD basis set.

Element x y z (Å)
C 3.329 1.131 1.290
C 2.631 0.539 0.529
C 1.794 -0.123 -0.465
N 2.442 -1.017 -1.183
N 0.589 0.209 -0.534
C -0.259 0.644 -1.412
C -1.658 0.612 -1.190
C -2.200 0.450 0.047
C -1.434 -0.023 1.220
H 4.171 1.555 1.743
H 3.274 -1.347 -0.865
H 1.913 -1.467 -1.809
H 0.300 0.991 -2.266
H -2.280 0.865 -2.012
H -3.288 0.499 -0.092
H -1.854 0.222 2.132
H -1.455 -1.060 1.034
H -0.377 0.393 1.126

Atoms 1-2, force components in eV/Å:
C 0.4 -0.2 -0.5
C -1.1 -0.5 -0.6

Calculated values
- Total charge: +1
- SMILES: C#CC(=[NH2+])/N=C/C=C\C
- HOMO level: -14.06 eV


12.
Here is the molecule C7H9N2P in a non-equilibrium geometry from the OMol25 dataset. Energies are from ωB97M-V with the def2-TZVPD basis set.

Element x y z (Å)
C -2.225 -1.303 -0.138
P -0.580 -1.646 -0.046
C 1.263 -1.015 0.028
N 2.599 -1.224 0.141
C 3.169 0.011 0.034
N 2.331 0.989 -0.095
C 1.094 0.358 -0.146
C -0.244 1.075 -0.404
C -1.501 1.084 0.395
C -2.586 0.121 -0.031
H -0.506 -3.023 0.050
H 3.009 -2.119 0.394
H 4.325 0.002 0.135
H 0.002 2.139 -0.441
H -0.516 0.781 -1.372
H -1.293 0.937 1.454
H -1.994 2.074 0.464
H -2.812 0.652 -1.063
H -3.535 0.106 0.639

Atoms 1-2, force components in eV/Å:
C 2.1 0.5 -0.1
P 0.9 -2.3 0.1

Calculated values
- SMILES: C1#[PH]c2[nH]cnc2CCC1
- HOMO level: -8.31 eV